# 1
17
Properties=species:S:1:pos:R:3 method="wB97M-V/def2-TZVPD" spin_multiplicity=1 smiles="NC(=O)C[C@H](N)C(=O)O" largest_force_ev_per_a=6.0 total_energy_ha=-492.47084 homo_energy_ev=-9.1953 homo_lumo_gap_ev=9.699
C -0.9527 0.6680 -0.1990
C -1.8914 -0.6182 -0.2499
C 0.4449 0.4968 -0.8266
C 1.2609 -0.4097 0.0442
H -1.8272 1.2007 1.7069
H -0.3477 0.7098 1.7827
H -1.6043 1.3695 -0.7343
H 0.9402 1.4717 -1.0198
H 0.4101 0.1134 -1.8518
H 3.1059 -1.2175 -0.0678
H 2.9868 0.0625 -1.0776
H -0.7529 -1.2585 1.1317
N -0.9318 1.2464 1.1798
N 2.4595 -0.6106 -0.5277
O -2.7086 -0.7622 -1.0499
O 0.9391 -0.9375 1.0763
O -1.5306 -1.5245 0.6827

---

# 2
17
Properties=species:S:1:pos:R:3 method="wB97M-V/def2-TZVPD" spin_multiplicity=1 largest_force_ev_per_a=6.4 total_energy_ha=-492.37071 homo_energy_ev=-7.2945 homo_lumo_gap_ev=8.099
C -2.8637 -1.1674 0.9731
C -1.3419 -0.5370 -0.4655
C 0.6506 0.6868 -0.0174
C -0.2539 -0.5034 0.3786
N 0.3792 -1.4052 1.1916
N 0.7442 0.7223 -1.5596
O -2.2587 -1.5451 -0.1288
O -2.7738 -0.1027 1.5145
O -1.6821 0.1380 -1.4882
H -3.7154 -1.8960 1.1949
H 1.6645 0.6788 0.3638
H 0.2518 1.6081 0.2646
H -0.0690 -2.2816 1.4860
H 0.6443 -1.0913 2.1599
H -0.8973 0.7417 -1.5430
H 1.4980 0.0160 -1.7624
H 1.2198 1.5548 -1.9110

---

# 3
17
Properties=species:S:1:pos:R:3 method="wB97M-V/def2-TZVPD" spin_multiplicity=1 smiles="NC(=O)C[C@H](N)C(=O)O" largest_force_ev_per_a=2.7 total_energy_ha=-492.46829 homo_energy_ev=-9.7905 homo_lumo_gap_ev=10.447
C 0.7010 0.3300 0.3038
C 1.6710 -0.8290 0.0675
C -0.5644 0.2311 -0.6112
C -1.8042 -0.5637 -0.2762
H 1.9045 1.4508 -0.8673
H 1.9562 1.8330 0.7079
H 0.4717 0.3047 1.4337
H -0.8314 1.2972 -0.6980
H -0.0976 0.0130 -1.5130
H -3.5922 -0.0099 0.6132
H -2.2666 1.0233 0.7518
H 1.9777 -2.5605 0.5056
N 1.2944 1.6365 -0.0469
N -2.6790 0.2544 0.3072
O 2.5657 -0.7678 -0.7476
O -1.9794 -1.7194 -0.5838
O 1.2725 -1.9236 0.6533

---

# 4
18
Properties=species:S:1:pos:R:3 method="wB97M-V/def2-TZVPD" spin_multiplicity=1 largest_force_ev_per_a=3.5 total_energy_ha=-890.53009 homo_energy_ev=-9.4302 homo_lumo_gap_ev=9.622
C 1.0782 -0.8449 0.8206
C -0.7721 -0.4101 -0.6949
C -1.1283 1.0320 -0.3036
C 1.6019 -0.2806 -1.4865
N 0.6150 -0.5918 -0.4049
N -0.6747 1.3990 1.0036
O 0.3668 -0.9035 1.8416
O -0.7455 0.6501 3.3754
O -2.3082 -0.3695 1.8127
S -1.0775 0.3579 2.0588
H 2.3081 -0.8602 0.7491
H -1.2557 -1.0367 0.0188
H -0.8302 -0.4754 -1.7675
H -0.7457 1.7409 -1.1662
H -2.1948 1.0602 -0.3108
H 2.6814 -0.4427 -1.1901
H 1.5521 -0.8288 -2.4493
H 1.5292 0.8041 -1.9068

---

# 5
16
Properties=species:S:1:pos:R:3 method="wB97M-V/def2-TZVPD" spin_multiplicity=1 smiles="O=PN1C=C[NH2+]CC1" total_charge=+1 largest_force_ev_per_a=5.6 total_energy_ha=-683.02331 homo_energy_ev=-13.4311 homo_lumo_gap_ev=9.364
C -0.6861 1.0705 0.4729
C -1.1960 -0.4306 0.4791
C 1.2974 -0.2590 -0.2683
C 0.5057 -1.0436 -0.9672
N 0.7607 1.0032 0.2435
N -0.9675 -1.0260 -0.9359
O 3.1229 1.7470 0.9907
P 1.7623 1.9801 1.3945
H -1.1634 1.6497 -0.3675
H -0.8250 1.5955 1.3314
H -0.5419 -0.9798 1.0727
H -2.3049 -0.4658 0.8152
H 2.3177 -0.3681 -0.2715
H 0.9394 -2.0056 -1.4482
H -1.4244 -1.9193 -0.8765
H -1.5967 -0.5481 -1.6649

---

# 6
16
Properties=species:S:1:pos:R:3 method="wB97M-V/def2-TZVPD" spin_multiplicity=1 smiles="OCCN/N=C/C=S" largest_force_ev_per_a=2.9 total_energy_ha=-740.05505 homo_energy_ev=-8.8063 homo_lumo_gap_ev=7.914
C 1.7412 -1.0791 0.0370
C 1.3042 0.1913 0.7045
C -1.4509 0.3199 -0.1985
C -2.8747 0.4619 -0.3788
H 0.2363 -0.8711 -1.1259
H 2.5933 -0.8014 -0.6945
H 2.1484 -1.8626 0.7273
H 0.6489 -0.0885 1.5092
H 2.2035 0.7024 1.0624
H 1.0835 2.1411 0.0525
H -1.0879 -0.6754 0.1195
H -3.2595 1.4366 -0.7493
N 0.6866 1.1996 -0.2266
N -0.6465 1.2892 -0.3756
O 0.6409 -1.6982 -0.6629
S -3.9672 -0.6657 0.1998

---

# 7
16
Properties=species:S:1:pos:R:3 method="wB97M-V/def2-TZVPD" spin_multiplicity=1 smiles="N[C@@H]1C[C@H]1ONC=S" largest_force_ev_per_a=2.0 total_energy_ha=-740.03358 homo_energy_ev=-8.5184 homo_lumo_gap_ev=9.153
C 0.8041 -0.0745 -1.3337
C 0.5007 0.9872 -0.3019
C 0.5370 -0.4599 0.0975
C -2.3847 -0.0952 1.6636
H 2.0626 0.2252 -2.8378
H 2.7374 0.2859 -1.3294
H -0.0651 -0.2436 -1.9306
H 1.3658 1.5124 0.0623
H -0.4264 1.5280 -0.3129
H 1.3425 -0.7446 0.8003
H -0.8417 -1.3633 2.3343
H -2.6592 0.0937 2.6930
N 2.1132 -0.2271 -1.9509
N -1.1767 -0.7527 1.5995
O -0.6604 -1.1462 0.3942
S -3.2491 0.4748 0.3526

---

# 8
16
Properties=species:S:1:pos:R:3 method="wB97M-V/def2-TZVPD" spin_multiplicity=1 smiles="S=[PH2]C1=[NH+]CCC=N1" total_charge=+1 largest_force_ev_per_a=4.1 total_energy_ha=-1005.95795 homo_energy_ev=-13.1251 homo_lumo_gap_ev=7.313
C 0.0504 1.0645 -1.4933
C -0.1002 -0.7911 -0.1555
C 0.7072 1.7673 -0.3521
C -0.3154 1.3920 0.7341
N -0.1264 -0.2166 -1.3619
N -0.2837 0.0044 0.9331
P -0.0778 -2.6572 0.1541
S -0.0558 -3.3398 1.9525
H -0.1134 1.5493 -2.4134
H 1.7463 1.3122 -0.2216
H 0.7115 2.7679 -0.3538
H 0.0450 1.8162 1.6409
H -1.3436 1.6113 0.4257
H -0.5398 -0.3578 1.9024
H 0.9247 -3.0741 -0.6852
H -1.2289 -2.8485 -0.7059

---

# 9
15
Properties=species:S:1:pos:R:3 method="wB97M-V/def2-TZVPD" spin_multiplicity=1 smiles="[H]/N=C(/C)N(C)C=S" largest_force_ev_per_a=6.4 total_energy_ha=-664.79870 homo_energy_ev=-8.9795 homo_lumo_gap_ev=8.693
C 0.1450 1.8098 0.1193
C 0.8913 -0.6127 -0.1312
C -1.5692 -0.1178 -0.0259
C -1.6870 -1.6326 0.1464
H 0.0434 2.1451 1.2427
H -0.6190 2.4727 -0.6063
H 1.3156 1.6962 -0.3304
H 0.3083 -1.5403 -0.6217
H -1.0552 -2.1124 -0.5496
H -1.6576 -2.0534 1.2600
H -2.7704 -1.7719 -0.2471
H -2.3944 1.6116 -0.2923
N -0.1908 0.2811 0.0972
N -2.6650 0.6856 -0.1454
S 2.5087 -0.2434 -0.0106

---

# 10
15
Properties=species:S:1:pos:R:3 method="wB97M-V/def2-TZVPD" spin_multiplicity=1 smiles="CN1NCCC1=S" largest_force_ev_per_a=5.0 total_energy_ha=-664.83204 homo_energy_ev=-8.1507 homo_lumo_gap_ev=8.902
C 1.9703 -0.1071 0.6779
C -1.4772 -0.6334 0.1681
C -1.3112 0.1698 -1.0519
C 0.2736 0.5057 -0.9429
H 2.2194 0.6066 1.5523
H 2.5276 0.0165 -0.2270
H 2.0838 -1.0663 1.1670
H -0.7614 0.8454 1.5816
H -1.1169 -1.7337 -0.1324
H -2.3856 -0.6883 0.6820
H -1.7196 1.1973 -0.8054
H -1.6351 -0.3240 -1.9384
N 0.5523 0.0471 0.2320
N -0.4720 -0.1290 1.1470
S 1.2520 1.2933 -2.1100

---

# 11
15
Properties=species:S:1:pos:R:3 method="wB97M-V/def2-TZVPD" spin_multiplicity=1 total_charge=+2 largest_force_ev_per_a=4.1 total_energy_ha=-664.03674 homo_energy_ev="-17.4581 / -20.0388" homo_lumo_gap_ev="5.207 / 9.892"
C 0.8285 0.9122 -0.4019
C -2.0515 -0.7236 0.1487
C -0.5495 1.3285 -0.6709
C 2.4253 -0.2732 0.9538
N 1.1703 0.0547 0.4129
N -2.4911 -1.8058 -0.3394
S -1.7725 0.7574 0.7513
H 1.4722 1.7008 -0.7459
H -0.4698 2.4668 -0.5321
H -1.0950 1.1270 -1.6401
H 2.9080 -1.1001 0.3840
H 2.3169 -0.8007 2.0250
H 2.8965 0.7202 1.1205
H -2.0196 -2.4540 -0.9173
H -3.5686 -1.9102 -0.5485

---

# 12
16
Properties=species:S:1:pos:R:3 method="wB97M-V/def2-TZVPD" spin_multiplicity=1 largest_force_ev_per_a=1.9 total_energy_ha=-1063.06928 homo_energy_ev=-8.8576 homo_lumo_gap_ev=8.182
C 2.4854 -1.3852 0.4053
C 0.5417 0.0624 -0.0941
C 2.3547 1.5731 -0.2154
C -0.9729 -0.0954 -0.0152
H 3.3505 -0.9148 -0.0542
H 2.6314 -2.4430 0.3505
H 2.4434 -1.0722 1.4640
H 0.6608 -1.8969 -0.3969
H 2.7490 1.0139 -1.1186
H 2.4241 2.6320 -0.4355
H 2.9713 1.3462 0.6546
H -3.0074 0.9016 0.1570
N 1.2407 -1.1096 -0.3104
N 0.9603 1.2508 0.0236
S -1.7692 1.4441 0.1484
S -1.7361 -1.5369 -0.0920

---

# 13
16
Properties=species:S:1:pos:R:3 method="wB97M-V/def2-TZVPD" spin_multiplicity=1 largest_force_ev_per_a=5.0 total_energy_ha=-1062.93230 homo_energy_ev=-8.3282 homo_lumo_gap_ev=8.481
C -2.4363 0.0833 0.1543
C -1.1508 0.7218 0.4275
C -0.1583 -0.2414 -0.3892
C 2.2671 -0.7557 0.1343
H -3.3259 0.5483 0.6982
H -2.5977 -0.0090 -1.0714
H -2.4689 -0.9035 0.7385
H -1.2757 1.8139 0.0953
H -0.6291 0.8742 1.5139
H 0.4228 -1.6678 -1.2404
H 3.0777 1.3695 0.6548
H 1.7553 -1.7884 -0.0150
N -0.4670 -1.2796 -1.0154
N 1.2971 0.0687 -0.1434
S 1.8541 1.5200 -0.6600
S 3.8357 -0.3541 0.1181

---

# 14
16
Properties=species:S:1:pos:R:3 method="wB97M-V/def2-TZVPD" spin_multiplicity=1 smiles="C=NS/C=N/SCC" largest_force_ev_per_a=8.1 total_energy_ha=-1062.90723 homo_energy_ev=-8.1421 homo_lumo_gap_ev=8.055
C -3.8503 -0.1764 0.1369
C -2.3641 -0.4848 -0.0876
C 1.1333 0.2224 -0.3078
C 4.9992 0.3094 0.1651
H -4.1516 0.0458 1.3572
H -4.1335 0.8345 -0.4131
H -4.7600 -0.9542 -0.0429
H -1.7559 -1.1498 0.6461
H -2.2507 -1.0302 -0.9924
H 1.0469 1.4262 -0.2596
H 5.6611 1.0575 0.1210
H 5.4774 -0.7424 0.6555
N 0.0208 -0.3185 -0.5596
N 3.6686 0.5851 -0.1472
S -1.2799 0.9363 -0.1310
S 2.5388 -0.5607 -0.1407

---

# 15
17
Properties=species:S:1:pos:R:3 method="wB97M-V/def2-TZVPD" spin_multiplicity=1 largest_force_ev_per_a=5.7 total_energy_ha=-1461.14581 homo_energy_ev=-7.8166 homo_lumo_gap_ev=6.369
C -1.3425 2.3800 1.4346
C -0.7293 -0.4677 0.5884
C 1.0150 -1.0966 -1.1867
C 0.0059 -0.0426 -0.6667
N -0.2764 1.3910 1.7490
N -0.4936 0.1236 1.7991
S -1.0664 3.8014 2.1201
S -2.7422 1.8130 0.6668
S -1.0808 0.4570 -2.0369
H -1.4292 -1.2747 0.4517
H 0.5497 -2.1047 -1.4034
H 1.6523 -1.3108 -0.3995
H 1.7580 -0.9322 -2.0415
H 0.6368 0.8449 -0.2038
H 0.4748 1.7879 2.2314
H -0.8258 -0.3719 2.6586
H -2.3190 0.6781 -1.2852

---

# 16
15
Properties=species:S:1:pos:R:3 method="wB97M-V/def2-TZVPD" spin_multiplicity=1 total_charge=+1 largest_force_ev_per_a=6.6 total_energy_ha=-321.12742 homo_energy_ev=-14.6260 homo_lumo_gap_ev=11.163
C 2.1146 0.3887 -0.4821
C -1.2449 0.2538 0.0218
C 1.5228 -0.9566 -0.1698
C 0.6135 -0.1001 0.6934
N 1.3049 1.1032 0.2254
N -1.9103 -0.8702 0.0042
N -1.4749 1.5292 -0.0932
H 2.9196 0.8065 -1.0820
H 0.9887 -1.5456 -1.0720
H 2.0317 -1.6543 0.3235
H 0.4549 -0.1365 1.6804
H -1.4859 -1.7342 0.3721
H -2.9299 -0.8860 -0.0365
H -0.5544 1.9371 -0.0216
H -2.3504 1.8651 -0.3637

---

Energy relative to the best compared isomer or geometry (same formula, charge and spin) (computed, kcal per mole): 20.2, 83.0, 21.8, 61.4, 16.0, 67.1, 80.6, 0.0, 84.1, 63.2, 115.5, 16.6, 102.6, 118.3, 39.7, 102.8